*P*
DFT (ωB97M-V/def2-TZVPD) results for a 2-piece molecular cluster, C5H15N3 overall.

XYZ file:
```
23
Properties=species:S:1:pos:R:3:mulliken_charge:R:1
C 0.165 0.642 -0.492 -0.513
C -3.678 0.379 -0.406 -0.261
C 0.255 -0.395 1.625 -0.569
C 0.990 -1.610 -0.480 -0.882
C 2.309 0.246 0.448 -1.082
N -2.611 0.871 0.001 -0.415
N 0.521 1.026 -1.656 -0.048
N 0.869 -0.312 0.342 0.327
H -4.739 0.665 -0.327 0.269
H -3.684 -0.742 -0.680 0.192
H -0.499 1.148 0.099 0.760
H -0.775 0.125 1.688 0.364
H -0.021 -1.427 1.809 0.298
H 1.049 -0.019 2.368 0.270
H 0.831 -2.431 0.154 0.400
H 0.273 -1.630 -1.277 0.397
H 1.914 -1.906 -0.840 0.399
H 2.908 -0.057 -0.401 0.440
H 2.295 1.346 0.388 0.405
H 2.812 -0.083 1.349 0.448
H -2.865 1.800 0.463 0.198
H 0.324 1.830 -2.201 0.308
H 1.356 0.534 -1.973 0.296
```

Output
LUMO energy: -0.3625 Ha
E_HOMO: -17.452 eV
Charge: +2
2S+1: 1
HOMO-LUMO gap: 7.589 eV

*Q*
DFT (ωB97M-V/def2-TZVPD) results for an isolated ion of composition C5H15N3 and charge +2.

XYZ file:
```
23
Properties=species:S:1:pos:R:3:mulliken_charge:R:1
C -1.308 0.333 -2.519 -1.564
C -0.766 0.815 -1.183 0.148
C 0.293 -0.126 -0.619 -0.745
C 0.894 0.186 0.754 -0.824
N 0.527 -2.481 3.228 -0.281
C 0.902 -1.713 2.246 0.244
N 0.329 -0.604 1.859 -0.188
N -0.261 2.243 -1.409 -0.188
H -2.074 1.025 -2.870 0.438
H -1.707 -0.672 -2.473 0.401
H -0.515 0.322 -3.267 0.451
H -1.645 0.887 -0.542 0.236
H 1.075 -0.217 -1.379 0.420
H -0.169 -1.116 -0.654 0.478
H 1.970 0.052 0.781 0.367
H 0.731 1.244 1.011 0.395
H -0.268 -2.293 3.825 0.240
H 1.116 -3.267 3.463 0.277
H 1.813 -2.047 1.744 0.326
H -0.488 -0.320 2.385 0.247
H -1.019 2.924 -1.310 0.389
H 0.447 2.498 -0.721 0.321
H 0.125 2.327 -2.351 0.410
```

Output
LUMO energy: -0.2401 Ha
E_HOMO: -18.552 eV
Charge: +2
2S+1: 1
HOMO-LUMO gap: 12.020 eV

Least stable = *P*

*P*
DFT (ωB97M-V/def2-TZVPD) results for an isolated ion of composition C5H15N3 and charge +2.

XYZ file:
```
23
Properties=species:S:1:pos:R:3:mulliken_charge:R:1
C 1.547 -1.813 -1.499 -1.440
C 1.070 -0.699 -0.583 0.321
C -0.248 -0.012 -0.949 -1.464
C -1.176 0.289 0.212 1.072
C -0.885 1.269 1.073 -0.872
N -1.739 1.586 2.247 -0.259
N -2.219 -0.553 0.319 -0.451
N 2.207 0.313 -0.498 -0.348
H 2.265 -1.488 -2.249 0.417
H 1.989 -2.611 -0.913 0.387
H 0.760 -2.319 -2.070 0.377
H 1.041 -1.106 0.421 0.397
H -0.724 -0.626 -1.707 0.497
H -0.075 0.903 -1.528 0.498
H -0.104 1.998 0.948 0.369
H -1.439 1.072 3.083 0.355
H -2.725 1.355 2.065 0.357
H -1.660 2.589 2.429 0.392
H -2.421 -1.246 -0.391 0.223
H -2.917 -0.550 1.043 0.118
H 3.109 -0.145 -0.355 0.374
H 2.040 0.967 0.276 0.307
H 2.303 0.830 -1.375 0.372
```

Output
LUMO energy: -0.2413 Ha
E_HOMO: -16.749 eV
Charge: +2
2S+1: 1
HOMO-LUMO gap: 10.184 eV

*Q*
DFT (ωB97M-V/def2-TZVPD) results for an isolated ion of composition C5H15N3 and charge +2.

XYZ file:
```
23
Properties=species:S:1:pos:R:3:mulliken_charge:R:1
C -0.469 -0.454 -0.721 0.597
C 1.787 -1.731 -0.614 -0.841
C -1.472 1.503 0.529 -1.275
C -0.185 -0.250 1.810 -0.880
C 0.902 1.349 0.108 -0.770
N -1.595 -0.279 -1.394 -0.288
N 0.522 -1.208 -1.150 -0.161
N -0.304 0.479 0.459 -0.138
H 2.331 -1.879 -1.561 0.334
H 1.806 -2.686 -0.064 0.343
H 2.261 -1.126 0.093 0.361
H -1.191 2.348 1.002 0.343
H -1.627 1.758 -0.531 0.695
H -2.201 1.125 1.091 0.454
H 0.142 0.459 2.456 0.482
H -1.142 -0.703 1.936 0.407
H 0.503 -0.968 1.696 0.428
H 0.963 2.243 0.535 0.448
H 1.769 0.688 0.230 0.307
H 0.900 1.757 -0.935 0.405
H -1.718 -0.994 -2.092 0.297
H -2.319 0.169 -0.859 0.218
H 0.336 -1.598 -2.023 0.233
```

Output
LUMO energy: -0.3101 Ha
E_HOMO: -19.749 eV
Charge: +2
2S+1: 1
HOMO-LUMO gap: 11.312 eV

Least stable = *Q*

*P*
DFT (ωB97M-V/def2-TZVPD) results for a 2-piece molecular cluster, CBrCl2NO2 overall.

XYZ file:
```
7
Properties=species:S:1:pos:R:3:mulliken_charge:R:1
C -0.012 -0.162 -1.080 0.197
N 0.118 0.195 1.407 0.779
O -0.751 -0.487 1.822 -0.393
O 0.953 0.939 1.791 -0.439
Cl 1.560 0.226 -1.528 -0.065
Cl -1.131 1.202 -1.358 -0.099
Br -0.737 -1.913 -1.054 0.021
```

Output
LUMO energy (spin up / spin down): -0.0317 / -0.0379 Ha
E_HOMO (spin up / spin down): -9.784 / -8.706 eV
2S+1: 1
HOMO-LUMO gap (spin up / spin down): 8.921 / 7.674 eV

*Q*
DFT (ωB97M-V/def2-TZVPD) results for CBrCl2NO2 as an isolated structure.

XYZ file:
```
7
Properties=species:S:1:pos:R:3:mulliken_charge:R:1
C 0.771 0.828 -0.444 0.219
N -1.357 -1.106 0.513 0.847
O -1.615 -0.006 0.251 -0.395
O -1.756 -2.179 0.634 -0.466
Cl 1.156 1.930 0.787 -0.094
Cl 1.638 1.363 -1.893 -0.131
Br 1.162 -0.831 0.153 0.020
```

Output
LUMO energy (spin up / spin down): -0.0550 / -0.0215 Ha
E_HOMO (spin up / spin down): -9.001 / -9.213 eV
2S+1: 1
HOMO-LUMO gap (spin up / spin down): 7.505 / 8.627 eV

Least stable = *Q*

*P*
DFT (ωB97M-V/def2-TZVPD) results for a 8-piece molecular cluster, H17O8 overall.

XYZ file:
```
25
Properties=species:S:1:pos:R:3:mulliken_charge:R:1
O -0.288 -0.076 0.630 -0.311
H 0.544 0.440 0.899 0.453
H -0.303 -0.998 1.035 0.481
H -0.412 -0.230 -0.336 0.383
O -0.807 1.575 -1.852 -0.626
H -1.685 1.769 -1.502 0.341
H -0.969 1.202 -2.725 0.265
O -2.555 -1.589 -0.366 -0.594
H -3.352 -2.026 -0.682 0.308
H -1.956 -1.546 -1.123 0.348
O -0.029 -2.401 1.772 -0.576
H 0.869 -2.722 1.909 0.280
H -0.600 -2.963 2.305 0.283
O 2.560 -0.622 -0.263 -0.560
H 2.924 -0.655 -1.154 0.292
H 3.332 -0.683 0.311 0.285
O 1.283 1.509 1.799 -0.663
H 0.760 2.297 1.521 0.371
H 2.200 1.795 1.846 0.329
O -0.094 -1.470 -1.869 -0.578
H -0.171 -1.370 -2.824 0.271
H 0.715 -1.977 -1.734 0.236
O -0.581 3.203 0.738 -0.649
H -0.287 3.953 0.207 0.323
H -1.099 3.588 1.456 0.307
```

Output
LUMO energy: -0.1044 Ha
E_HOMO: -14.315 eV
Charge: +1
2S+1: 1
HOMO-LUMO gap: 11.473 eV

*Q*
DFT (ωB97M-V/def2-TZVPD) results for a 8-piece molecular cluster, H17O8 overall.

XYZ file:
```
25
Properties=species:S:1:pos:R:3:mulliken_charge:R:1
O -0.848 0.353 -0.272 -0.180
H -0.392 1.177 -0.073 0.342
H -0.266 -0.105 -0.859 0.433
H -1.128 -0.341 0.357 0.441
O 1.025 2.499 -1.336 -0.659
H 0.826 2.544 -2.233 0.276
H 1.790 3.216 -1.302 0.338
O 0.828 -1.881 0.170 -0.565
H 1.299 -2.526 -0.406 0.269
H 1.169 -1.985 1.113 0.276
O -2.152 -2.372 -1.092 -0.538
H -2.385 -3.258 -1.380 0.320
H -1.402 -2.705 -0.725 0.235
O -0.893 2.093 2.097 -0.638
H -0.139 2.687 2.512 0.345
H -1.586 2.077 2.867 0.306
O -1.473 -0.844 1.889 -0.580
H -1.676 -0.234 2.588 0.252
H -1.945 -1.697 1.988 0.307
O 1.985 1.215 0.858 -0.548
H 2.809 0.820 0.589 0.272
H 1.849 1.875 0.187 0.341
O 0.594 -0.734 -2.580 -0.615
H 1.186 -0.205 -2.853 0.245
H 0.926 -1.677 -2.113 0.327
```

Output
LUMO energy: -0.1155 Ha
E_HOMO: -14.682 eV
Charge: +1
2S+1: 1
HOMO-LUMO gap: 11.540 eV

Least stable = *Q*

*P*
DFT (ωB97M-V/def2-TZVPD) results for C5H8N2 as an isolated structure.

XYZ file:
```
15
Properties=species:S:1:pos:R:3:mulliken_charge:R:1
N -1.449 -0.260 1.543 -0.662
C -0.423 -0.459 0.546 0.181
C -0.888 -1.109 -0.733 0.247
N -1.636 -1.718 -1.410 -0.588
C 0.186 0.849 0.092 -0.221
C 0.776 -0.429 -1.595 -0.564
C 1.332 1.382 0.559 -0.679
H -1.845 -1.169 1.762 0.295
H -2.198 0.267 1.100 0.292
H 0.383 -1.078 0.968 0.292
H -0.525 1.500 -0.423 0.302
H 1.501 -1.267 -1.518 0.282
H 1.070 0.184 -2.464 0.303
H 1.577 2.430 0.396 0.267
H 2.011 0.799 1.173 0.254
```

Output
LUMO energy (spin up / spin down): -0.0281 / -0.0320 Ha
E_HOMO (spin up / spin down): -8.331 / -8.018 eV
2S+1: 1
HOMO-LUMO gap (spin up / spin down): 7.568 / 7.148 eV

*Q*
DFT (ωB97M-V/def2-TZVPD) results for C5H8N2 in the gas phase.

XYZ file:
```
15
Properties=species:S:1:pos:R:3:mulliken_charge:R:1
C 2.396 -0.538 0.359 -1.021
C 1.114 -0.156 0.399 0.246
C 0.031 -0.769 -0.467 -0.460
C -1.172 0.125 -0.260 0.353
N -2.438 -0.157 -0.802 -0.535
C -0.767 1.188 0.444 -0.653
N 0.572 1.025 0.889 -0.169
H 3.210 0.136 0.593 0.252
H 2.646 -1.532 0.004 0.271
H 0.554 -0.551 -1.398 0.216
H -0.140 -1.849 -0.439 0.414
H -3.187 0.347 -0.341 0.246
H -2.667 -1.144 -0.793 0.250
H -1.326 2.069 0.738 0.365
H 1.175 1.809 1.074 0.228
```

Output
LUMO energy: 0.0374 Ha
E_HOMO: -6.840 eV
2S+1: 1
HOMO-LUMO gap: 7.859 eV

Least stable = *P*

*P*
DFT (ωB97M-V/def2-TZVPD) results for C5H8N2 in the gas phase.

XYZ file:
```
15
Properties=species:S:1:pos:R:3:mulliken_charge:R:1
C 0.354 -0.677 -1.482 -1.591
C 0.007 -0.159 -0.089 1.369
C 0.784 -0.881 1.007 -1.498
N 0.211 1.306 0.026 -0.408
C -1.499 0.003 0.080 -0.561
C -1.077 1.745 0.383 0.354
N -1.839 2.445 0.960 -0.475
H 0.176 -1.755 -1.545 0.384
H 1.416 -0.499 -1.697 0.389
H -0.262 -0.182 -2.239 0.424
H 1.865 -0.821 0.838 0.336
H 0.561 -0.441 1.983 0.375
H 0.501 -1.940 1.033 0.360
H 0.508 1.744 -0.846 0.299
H -1.878 -0.466 1.008 0.242
```

Output
LUMO energy (spin up / spin down): -0.0401 / -0.0410 Ha
E_HOMO (spin up / spin down): -8.770 / -9.039 eV
2S+1: 1
HOMO-LUMO gap (spin up / spin down): 7.679 / 7.923 eV

*Q*
DFT (ωB97M-V/def2-TZVPD) results for C5H8N2 in the gas phase.

XYZ file:
```
15
Properties=species:S:1:pos:R:3:mulliken_charge:R:1
C -0.356 1.273 0.566 0.143
C -0.988 0.006 0.202 0.208
C -0.634 -0.413 -1.240 -0.884
C 0.796 -0.757 -1.272 -0.403
C 1.190 -0.846 0.217 -0.648
H -2.015 0.026 0.482 0.396
H -1.379 -1.169 -1.624 0.290
H -0.935 0.343 -1.943 0.411
H 0.949 -1.681 -1.686 0.326
H 1.194 0.107 -1.884 0.269
H 1.801 -1.765 0.435 0.347
H 1.675 0.147 0.503 0.301
H -0.170 -0.777 1.770 0.264
N 0.017 2.277 1.049 -0.505
N -0.184 -0.964 0.824 -0.517
```

Output
LUMO energy: 0.0337 Ha
E_HOMO: -9.757 eV
2S+1: 1
HOMO-LUMO gap: 10.675 eV

*R*
DFT (ωB97M-V/def2-TZVPD) results for C5H8N2 in the gas phase.

XYZ file:
```
15
Properties=species:S:1:pos:R:3:mulliken_charge:R:1
C 0.707 1.277 -0.326 -0.758
C -0.585 0.817 -1.017 -0.500
N -0.796 -0.473 -0.330 -0.044
C -0.787 -0.324 1.055 -0.304
C 0.049 -1.263 1.564 -0.261
N 0.651 -1.971 0.541 -0.512
C 0.179 -1.437 -0.550 -0.260
H 0.448 1.889 0.558 0.238
H 1.197 0.250 -0.221 0.274
H 1.440 1.835 -0.893 0.382
H -0.455 0.665 -2.090 0.309
H -1.464 1.455 -0.867 0.292
H -1.314 0.496 1.524 0.391
H 0.272 -1.471 2.602 0.409
H 0.459 -1.745 -1.550 0.345
```

Output
LUMO energy: 0.0369 Ha
E_HOMO: -8.983 eV
2S+1: 1
HOMO-LUMO gap: 9.988 eV

Least stable = *P*